No. 1
Computed, not measured: a cluster of 2 separate species, C4H10NO3 in total in a non-equilibrium geometry, with the ωB97M-V functional and the def2-TZVPD basis.

Properties
HOMO energy, eV: -4.15
Kohn-Sham gap, eV: 7.8
Energy relative to the best compared isomer or geometry (same formula, charge and spin), kcal/mol: 31.7
Net charge: -1

Cartesian coordinates (Å):
1 C 0.017 0.391 -0.008
2 N 1.010 -0.534 -0.500
3 C 0.463 -1.612 -1.278
4 O 1.250 -2.556 -1.441
5 O -0.740 -1.483 -1.573
6 C -0.607 -0.188 1.363
7 C -1.133 0.835 2.294
8 H -0.758 0.745 -0.691
9 H 0.513 1.304 0.340
10 H 1.646 -0.789 0.193
11 H -1.496 -0.936 1.119
12 H 0.234 -0.786 1.930
13 H -2.161 1.191 2.111
14 H -0.984 0.621 3.321
15 H -0.533 1.779 2.150
16 H 0.975 0.222 -3.788
17 H 0.868 0.941 -2.380
18 O 1.436 0.856 -3.163

---

No. 2
Computed, not measured: a structure of composition C20H23N3O in a non-equilibrium geometry, with the ωB97M-V functional and the def2-TZVPD basis.

Properties
HOMO energy, eV: -7.43
Kohn-Sham gap, eV: 7.9
Energy relative to the best compared isomer or geometry (same formula, charge and spin), kcal/mol: 456.8
Net charge: 0

Cartesian coordinates (Å):
1 O 3.026 2.840 0.649
2 H 3.832 2.526 -0.023
3 C 2.096 1.966 0.516
4 C 2.518 0.471 0.806
5 C 2.171 -0.460 1.750
6 N 2.779 -1.549 1.897
7 C 3.541 -1.584 0.905
8 C 4.495 -2.397 0.146
9 C 5.157 -2.113 -0.984
10 C 5.067 -0.974 -1.572
11 C 4.092 0.228 -1.084
12 C 3.324 -0.130 -0.037
13 H 4.054 0.773 -1.759
14 H 5.614 -0.654 -2.428
15 H 5.898 -2.877 -1.410
16 H 4.586 -3.382 0.921
17 H 2.811 -2.368 2.572
18 H 1.427 -0.137 2.788
19 C 1.281 2.056 -0.875
20 N -0.198 1.478 -0.735
21 C -0.347 -0.004 -0.766
22 C -1.819 -0.342 -0.960
23 N -2.690 0.382 -0.269
24 C -4.018 -0.216 0.023
25 C -4.415 -1.205 -1.109
26 C -5.577 -1.894 -0.628
27 C -6.481 -1.554 0.340
28 C -6.014 -0.108 1.029
29 C -4.883 0.235 0.936
30 H -4.440 1.071 1.489
31 H -6.672 0.278 1.771
32 H -7.498 -1.817 0.403
33 H -5.958 -2.732 -1.172
34 H -3.824 -1.942 -1.663
35 C -2.564 1.635 -0.465
36 C -1.090 2.318 0.020
37 H -0.981 3.200 -0.314
38 H -1.018 1.884 1.317
39 H -3.302 2.266 0.136
40 H -2.768 2.117 -1.431
41 H -1.718 -1.587 -0.781
42 H -1.958 -0.157 -1.952
43 H 0.352 -0.548 -1.257
44 H -0.204 -0.441 0.402
45 H 1.022 3.068 -1.161
46 H 1.907 1.355 -1.589
47 H 1.343 2.073 1.390

---

No. 3
Computed, not measured: an isolated molecule of C4H11NO in a non-equilibrium geometry, with the ωB97M-V functional and the def2-TZVPD basis.

Properties
HOMO energy, eV: -8.46
Kohn-Sham gap, eV: 9.5
Energy relative to the best compared isomer or geometry (same formula, charge and spin), kcal/mol: 45.2
SMILES: CN[C@H](C)CO
Net charge: 0

Cartesian coordinates (Å):
1 C 1.335 1.321 -0.447
2 N 0.491 1.033 0.658
3 C -0.197 -0.277 0.628
4 C 0.689 -1.418 0.063
5 C -1.472 -0.156 -0.317
6 O -2.667 -0.189 0.469
7 H 1.609 2.318 -0.419
8 H 0.822 1.199 -1.368
9 H 2.256 0.650 -0.390
10 H 0.890 1.176 1.561
11 H -0.429 -0.502 1.675
12 H 0.435 -2.448 0.531
13 H 1.840 -1.334 0.246
14 H 0.523 -1.482 -0.994
15 H -1.460 0.685 -1.020
16 H -1.500 -1.070 -0.963
17 H -3.165 0.494 0.089

---

Question: net charge of number 1 (C4H10NO3)?
Answer: -1

---

Please write out number 2 again, unchanged.
Computed, not measured: a structure of composition C20H23N3O in a non-equilibrium geometry, with the ωB97M-V functional and the def2-TZVPD basis.

Properties
HOMO energy, eV: -7.43
Kohn-Sham gap, eV: 7.9
Energy relative to the best compared isomer or geometry (same formula, charge and spin), kcal/mol: 456.8
Net charge: 0

Cartesian coordinates (Å):
1 O 3.026 2.840 0.649
2 H 3.832 2.526 -0.023
3 C 2.096 1.966 0.516
4 C 2.518 0.471 0.806
5 C 2.171 -0.460 1.750
6 N 2.779 -1.549 1.897
7 C 3.541 -1.584 0.905
8 C 4.495 -2.397 0.146
9 C 5.157 -2.113 -0.984
10 C 5.067 -0.974 -1.572
11 C 4.092 0.228 -1.084
12 C 3.324 -0.130 -0.037
13 H 4.054 0.773 -1.759
14 H 5.614 -0.654 -2.428
15 H 5.898 -2.877 -1.410
16 H 4.586 -3.382 0.921
17 H 2.811 -2.368 2.572
18 H 1.427 -0.137 2.788
19 C 1.281 2.056 -0.875
20 N -0.198 1.478 -0.735
21 C -0.347 -0.004 -0.766
22 C -1.819 -0.342 -0.960
23 N -2.690 0.382 -0.269
24 C -4.018 -0.216 0.023
25 C -4.415 -1.205 -1.109
26 C -5.577 -1.894 -0.628
27 C -6.481 -1.554 0.340
28 C -6.014 -0.108 1.029
29 C -4.883 0.235 0.936
30 H -4.440 1.071 1.489
31 H -6.672 0.278 1.771
32 H -7.498 -1.817 0.403
33 H -5.958 -2.732 -1.172
34 H -3.824 -1.942 -1.663
35 C -2.564 1.635 -0.465
36 C -1.090 2.318 0.020
37 H -0.981 3.200 -0.314
38 H -1.018 1.884 1.317
39 H -3.302 2.266 0.136
40 H -2.768 2.117 -1.431
41 H -1.718 -1.587 -0.781
42 H -1.958 -0.157 -1.952
43 H 0.352 -0.548 -1.257
44 H -0.204 -0.441 0.402
45 H 1.022 3.068 -1.161
46 H 1.907 1.355 -1.589
47 H 1.343 2.073 1.390

---

Question: Which value of HOMO energy does entry 2 give?
Answer: -7.43 eV

---

Copy entry 2 word for word.
Computed, not measured: a structure of composition C20H23N3O in a non-equilibrium geometry, with the ωB97M-V functional and the def2-TZVPD basis.

Properties
HOMO energy, eV: -7.43
Kohn-Sham gap, eV: 7.9
Energy relative to the best compared isomer or geometry (same formula, charge and spin), kcal/mol: 456.8
Net charge: 0

Cartesian coordinates (Å):
1 O 3.026 2.840 0.649
2 H 3.832 2.526 -0.023
3 C 2.096 1.966 0.516
4 C 2.518 0.471 0.806
5 C 2.171 -0.460 1.750
6 N 2.779 -1.549 1.897
7 C 3.541 -1.584 0.905
8 C 4.495 -2.397 0.146
9 C 5.157 -2.113 -0.984
10 C 5.067 -0.974 -1.572
11 C 4.092 0.228 -1.084
12 C 3.324 -0.130 -0.037
13 H 4.054 0.773 -1.759
14 H 5.614 -0.654 -2.428
15 H 5.898 -2.877 -1.410
16 H 4.586 -3.382 0.921
17 H 2.811 -2.368 2.572
18 H 1.427 -0.137 2.788
19 C 1.281 2.056 -0.875
20 N -0.198 1.478 -0.735
21 C -0.347 -0.004 -0.766
22 C -1.819 -0.342 -0.960
23 N -2.690 0.382 -0.269
24 C -4.018 -0.216 0.023
25 C -4.415 -1.205 -1.109
26 C -5.577 -1.894 -0.628
27 C -6.481 -1.554 0.340
28 C -6.014 -0.108 1.029
29 C -4.883 0.235 0.936
30 H -4.440 1.071 1.489
31 H -6.672 0.278 1.771
32 H -7.498 -1.817 0.403
33 H -5.958 -2.732 -1.172
34 H -3.824 -1.942 -1.663
35 C -2.564 1.635 -0.465
36 C -1.090 2.318 0.020
37 H -0.981 3.200 -0.314
38 H -1.018 1.884 1.317
39 H -3.302 2.266 0.136
40 H -2.768 2.117 -1.431
41 H -1.718 -1.587 -0.781
42 H -1.958 -0.157 -1.952
43 H 0.352 -0.548 -1.257
44 H -0.204 -0.441 0.402
45 H 1.022 3.068 -1.161
46 H 1.907 1.355 -1.589
47 H 1.343 2.073 1.390